Record 1
{"formula": "C4H8N4", "method": "ωB97M-V/def2-TZVPD", "e_above_lowest_kcal_mol": 102.1, "lumo_energy_ev": 0.50, "smiles": "C1=C\\NNCC/N=N/1", "elements": ["C", "C", "N", "N", "C", "C", "N", "N", "H", "H", "H", "H", "H", "H", "H", "H"], "coordinates": [[1.704626, -1.102559, 0.004014], [1.900750, 0.201572, 0.081089], [0.977283, 1.277271, -0.080280], [-0.404990, 1.345852, 0.353909], [-1.382874, 0.566735, -0.431120], [-1.719911, -0.814902, 0.092397], [-0.373621, -1.216261, 0.646767], [0.430054, -1.613123, -0.279427], [2.576119, -1.784013, -0.091904], [2.915997, 0.503523, -0.029087], [1.461855, 2.107806, 0.039213], [-0.446227, 1.176877, 1.380207], [-2.267027, 1.120045, -0.514675], [-0.830071, 0.338801, -1.360011], [-2.140162, -1.445553, -0.749286], [-2.401808, -0.662075, 0.938197]], "forces_ev_per_a": [[1.0, -2.5, -0.1], [-1.5, 1.2, -0.3], [-0.9, -2.7, 0.1], [1.1, 0.3, 0.9], [2.7, -0.7, -0.5], [0.6, -1.1, 0.7], [0.3, -0.3, -2.3], [-2.0, 1.2, 2.0], [-0.7, 0.6, 0.0], [0.6, 0.6, 0.3], [0.3, 2.0, 0.3], [0.0, -0.1, -1.1], [-1.2, 1.0, -0.6], [-0.7, 0.7, -0.1], [0.5, 0.5, 1.1], [0.0, -0.7, -0.2]], "nbo_charge": [-0.15, -0.02, -0.46, -0.46, -0.23, -0.29, -0.16, -0.19, 0.21, 0.20, 0.37, 0.36, 0.20, 0.22, 0.21, 0.19]}



Record 2
{"formula": "C4H6N2S2", "method": "ωB97M-V/def2-TZVPD", "e_above_lowest_kcal_mol": 69.2, "lumo_energy_ev": -0.38, "smiles": "NC1=NC[C@@H](S)C1=S", "elements": ["N", "C", "N", "C", "C", "S", "C", "S", "H", "H", "H", "H", "H", "H"], "coordinates": [[0.337487, 0.794303, 2.476733], [0.486294, 0.342892, 1.099916], [1.399090, 0.399886, 0.245122], [0.906858, 0.075694, -0.953952], [-0.615390, -0.263109, -0.987127], [-1.351316, -1.301765, -2.224388], [-0.835070, -0.297018, 0.529382], [-1.902262, -1.052296, 1.281954], [-0.626169, 0.655344, 3.041499], [1.290604, 0.866293, 3.007579], [1.305804, -0.941064, -1.178700], [1.073924, 0.896135, -1.783472], [-0.963780, 0.721764, -1.254664], [-0.506073, -0.897058, -3.299881]], "forces_ev_per_a": [[1.4, -0.8, -0.1], [-4.3, 0.4, 3.3], [1.5, 2.3, 4.0], [-0.4, -2.6, -6.4], [0.8, 3.0, 1.8], [1.0, -0.5, -1.0], [4.2, 1.6, -3.5], [-3.9, -2.4, 2.9], [3.4, -0.1, -2.2], [-2.9, -0.1, -1.1], [0.7, 0.8, -1.0], [0.4, -1.8, 1.5], [-0.8, 0.6, 0.2], [-1.0, -0.4, 1.5]], "nbo_charge": [-0.87, 0.40, -0.45, -0.21, -0.47, 0.02, -0.22, 0.16, 0.44, 0.41, 0.20, 0.20, 0.24, 0.15]}



Record 3
{"formula": "C6H10N3P", "method": "ωB97M-V/def2-TZVPD", "e_above_lowest_kcal_mol": 36.9, "lumo_energy_ev": 0.72, "smiles": "CCc1[nH]nnc1C.C#P", "elements": ["C", "C", "C", "N", "N", "N", "C", "C", "H", "H", "H", "H", "H", "H", "H", "H", "H", "C", "P", "H"], "coordinates": [[0.266799, -1.886261, 0.556859], [1.003426, -0.563701, 0.776864], [0.637152, 0.443368, -0.253475], [0.911901, 0.312459, -1.577616], [0.439673, 1.353885, -2.256890], [-0.127166, 2.149149, -1.437371], [-0.042159, 1.648902, -0.183998], [-0.609467, 2.364569, 0.986719], [0.423770, -2.551129, 1.404502], [0.624667, -2.389486, -0.340617], [-0.801699, -1.708531, 0.451789], [2.083727, -0.737677, 0.760048], [0.743217, -0.160201, 1.755765], [1.399083, -0.432787, -2.047686], [-0.150990, 2.018067, 1.909731], [-0.436960, 3.430921, 0.870374], [-1.685260, 2.201046, 1.046188], [-1.504003, 0.149703, -5.138362], [-0.031010, 0.612678, -5.040294], [-2.514837, -0.149707, -5.163954]], "forces_ev_per_a": [[0.1, 0.0, 0.2], [0.0, -0.1, -0.1], [-0.2, 0.5, 0.0], [-0.2, 0.1, 0.7], [0.4, -0.2, -1.0], [-0.3, 0.5, 0.1], [0.5, -0.8, 0.2], [-0.1, -0.1, -0.1], [0.0, -0.1, 0.0], [-0.1, 0.0, 0.0], [-0.1, 0.0, 0.0], [0.0, 0.1, 0.1], [0.1, 0.0, 0.0], [-0.1, 0.1, -0.1], [0.0, 0.1, 0.1], [0.0, 0.1, 0.1], [0.0, 0.0, 0.1], [2.0, 0.5, 0.1], [-1.4, -0.4, -0.3], [-0.6, -0.2, 0.0]], "nbo_charge": [-0.60, -0.43, 0.10, -0.34, -0.07, -0.24, 0.07, -0.64, 0.21, 0.20, 0.21, 0.22, 0.22, 0.41, 0.21, 0.23, 0.22, -0.78, 0.55, 0.21]}